1.
80
Properties=species:S:1:pos:R:3 method="wB97M-V/def2-TZVPD" smiles="CCOC(=O)OC.CCOC(=O)OC.CCOC(=O)OC.CCOC(=O)OC.CCOC(=O)OC.ClCCl" lumo_energy_ev=0.613 e_homo_ev=-10.6 charge=0 gap_ha=0.4115 e_above_lowest_kj_mol=51.1
C 0.277 -1.025 -0.533
Cl -1.090 -0.830 -1.624
Cl 0.566 -2.671 0.008
H 1.187 -0.703 -1.022
H 0.114 -0.365 0.310
C -1.734 3.812 -1.866
C -1.509 2.611 -0.955
O -0.147 2.504 -0.521
C 0.165 2.885 0.703
O -0.599 3.260 1.532
O 1.475 2.785 0.869
C 1.948 2.992 2.181
H -1.972 4.670 -1.229
H -2.592 3.669 -2.521
H -0.844 4.021 -2.455
H -1.731 1.686 -1.483
H -2.125 2.618 -0.057
H 1.945 4.063 2.396
H 2.960 2.614 2.251
H 1.296 2.521 2.914
C 3.339 -4.731 0.959
C 4.187 -3.682 1.632
O 5.447 -3.723 0.958
C 6.475 -3.037 1.480
O 6.443 -2.437 2.522
O 7.519 -3.170 0.664
C 8.674 -2.379 0.943
H 3.540 -4.738 -0.113
H 2.273 -4.573 1.093
H 3.636 -5.715 1.324
H 4.305 -3.885 2.700
H 3.753 -2.681 1.578
H 8.864 -2.418 2.012
H 8.483 -1.359 0.608
H 9.494 -2.769 0.352
C -4.510 1.019 2.814
C -4.820 0.275 1.544
O -3.682 -0.538 1.241
C -3.915 -1.757 0.754
O -4.992 -2.252 0.556
O -2.734 -2.327 0.576
C -2.713 -3.676 0.097
H -5.201 1.842 2.988
H -3.475 1.345 2.776
H -4.684 0.329 3.643
H -4.938 0.921 0.668
H -5.761 -0.268 1.596
H -2.303 -4.297 0.891
H -2.064 -3.716 -0.775
H -3.697 -4.014 -0.217
C -3.420 5.456 -7.716
C -2.450 4.879 -6.694
O -2.868 3.567 -6.322
C -1.942 2.825 -5.710
O -0.807 3.139 -5.472
O -2.510 1.665 -5.330
C -1.671 0.547 -5.098
H -3.794 4.700 -8.404
H -2.929 6.242 -8.282
H -4.281 5.831 -7.160
H -2.415 5.509 -5.802
H -1.419 4.858 -7.050
H -2.281 -0.353 -5.119
H -1.260 0.570 -4.084
H -0.836 0.471 -5.791
C -1.427 -3.272 4.061
C -0.659 -2.197 3.321
O 0.420 -1.790 4.161
C 1.280 -0.927 3.652
O 1.214 -0.402 2.573
O 2.154 -0.677 4.603
C 3.209 0.190 4.247
H -2.222 -2.877 4.688
H -0.766 -3.887 4.683
H -1.780 -4.077 3.408
H -1.286 -1.357 3.015
H -0.332 -2.640 2.363
H 2.838 1.180 3.969
H 3.815 -0.212 3.444
H 3.895 0.331 5.079

***

2.
19
Properties=species:S:1:pos:R:3 method="wB97M-V/def2-TZVPD" smiles=C[C@@H]1NN(C)[C@H]1C lumo_energy_ev=1.087 e_homo_ev=-7.7 charge=0 gap_ha=0.3221 e_above_lowest_kj_mol=370.7
C 1.051 0.142 -0.511
C -0.093 -0.657 0.123
C 2.131 0.734 0.349
C -0.291 -2.069 -0.600
C -2.102 0.811 0.557
N -0.091 1.222 -0.905
N -1.083 0.339 -0.393
H 1.394 -0.274 -1.576
H -0.147 -0.690 1.171
H 1.809 1.285 1.297
H 2.777 1.414 -0.006
H 2.749 -0.123 0.663
H -0.935 -1.750 -1.370
H -0.897 -2.782 0.032
H 0.760 -2.419 -0.877
H -1.813 1.409 1.459
H -2.779 1.355 -0.169
H -2.605 0.002 1.010
H 0.163 2.049 -0.253

***

3.
23
Properties=species:S:1:pos:R:3 method="wB97M-V/def2-TZVPD" multiplicity=2 lumo_energy_ev="3.667 / 3.566" e_homo_ev="1.4 / -4.6" charge=-1 gap_ha="0.0829 / 0.2992" e_above_lowest_kj_mol=208.6
C -1.640 0.939 -2.712
C -1.758 1.500 -1.193
C -1.169 0.623 -0.040
C 0.292 0.455 -0.182
N 2.680 -1.951 1.508
C 1.941 -1.373 0.544
C 0.970 -0.439 0.763
C 0.411 -0.565 2.197
H -0.736 0.325 -2.940
H -1.828 1.634 -3.470
H -2.599 0.338 -2.857
H -1.385 2.496 -1.114
H -2.829 1.621 -0.831
H -1.655 -0.437 0.126
H -1.316 1.048 0.944
H 0.572 0.287 -1.285
H 0.787 1.355 0.258
H 3.733 -1.850 1.587
H 2.438 -2.893 1.726
H 2.343 -1.500 -0.544
H -0.051 0.391 2.244
H 1.101 -0.709 3.050
H -0.302 -1.295 2.222

***

4.
77
Properties=species:S:1:pos:R:3 method="wB97M-V/def2-TZVPD" lumo_energy_ev=3.418 e_homo_ev=-0.5 charge=-2 gap_ha=0.1447 e_above_lowest_kj_mol=60.9
Tl 0.452 1.100 -0.483
I 3.590 -2.254 6.064
C 3.255 -1.325 4.215
C 3.803 -0.077 3.961
C 3.578 0.513 2.735
I 4.347 2.420 2.359
C 2.810 -0.084 1.690
O 2.624 0.493 0.572
C 2.270 -1.374 2.012
C 1.412 -2.078 0.998
N 0.100 -1.437 0.859
C -0.905 -2.282 0.229
C -0.574 -2.542 -1.223
C -0.437 -3.833 -1.716
C -0.134 -4.014 -3.056
C 0.017 -2.901 -3.864
C -0.134 -1.648 -3.289
N -0.418 -1.471 -2.002
C 2.486 -1.958 3.247
H 4.395 0.431 4.709
H 1.304 -3.133 1.294
H 1.895 -2.063 0.025
H -0.232 -1.138 1.768
H -1.866 -1.760 0.281
H -1.015 -3.253 0.738
H -0.552 -4.678 -1.049
H -0.003 -5.011 -3.458
H 0.270 -2.990 -4.912
H -0.003 -0.744 -3.871
H 2.051 -2.930 3.451
Br -1.198 1.048 3.178
C -1.469 2.859 2.656
C -0.873 3.794 3.460
C -0.843 5.139 3.050
C -1.312 5.480 1.815
C -1.895 4.515 0.954
C -2.194 4.835 -0.387
C -2.623 3.841 -1.235
C -2.939 2.567 -0.770
C -2.847 2.262 0.596
C -2.111 3.188 1.435
H -0.375 3.482 4.367
H -0.379 5.881 3.688
H -1.206 6.494 1.446
H -2.023 5.844 -0.740
H -2.771 4.058 -2.286
H -3.365 1.841 -1.446
O 2.677 2.363 -4.434
C 2.493 1.490 -3.579
O 1.486 1.361 -2.824
C 3.628 0.451 -3.478
C 4.863 0.778 -4.027
C 5.911 -0.130 -4.048
C 5.723 -1.412 -3.570
C 4.485 -1.735 -3.040
C 3.443 -0.819 -2.944
N 4.284 -3.125 -2.605
O 5.211 -3.906 -2.743
O 3.202 -3.440 -2.160
H 4.968 1.771 -4.444
H 6.873 0.155 -4.454
H 6.501 -2.160 -3.610
H 2.505 -1.085 -2.479
F -6.419 -2.732 2.678
C -6.670 -1.579 1.910
F -7.223 -2.103 0.774
F -7.695 -0.995 2.610
C -5.558 -0.702 1.664
C -4.714 -0.834 0.528
C -3.711 0.029 0.268
N -3.452 1.159 1.111
C -4.166 1.178 2.355
C -5.176 0.324 2.588
H -4.832 -1.677 -0.145
H -3.016 -0.105 -0.548
H -3.886 1.951 3.051
H -5.694 0.420 3.535

***

5.
29
Properties=species:S:1:pos:R:3 method="wB97M-V/def2-TZVPD" smiles="C[C@]1(S)CCCC(c2ccc(Br)cc2)=N1" lumo_energy_ev=0.446 e_homo_ev=-8.8 charge=0 gap_ha=0.3404
C 2.565 -1.825 0.449
C 0.852 -1.667 2.120
C 3.345 -2.643 1.294
C 1.599 -2.506 2.926
C 1.323 -1.337 0.856
C 2.834 -3.017 2.543
C 0.516 -0.313 0.062
C 0.852 -0.179 -1.344
C 0.087 1.058 -1.903
C -1.306 1.067 -1.351
C -1.267 1.158 0.180
C -2.711 0.973 0.789
N -0.336 0.225 0.806
S -0.633 2.876 0.578
Br 3.953 -4.122 3.648
H 2.880 -1.319 -0.535
H -0.113 -1.287 2.309
H 4.330 -2.926 1.106
H 1.193 -2.842 3.822
H 1.926 0.190 -1.540
H 0.748 -1.059 -1.827
H 0.689 2.038 -1.774
H -0.120 1.014 -2.978
H -1.950 1.906 -1.848
H -1.767 0.092 -1.627
H -2.890 1.642 1.657
H -2.707 -0.177 1.107
H -3.353 1.236 -0.081
H -0.535 2.575 1.968

***

6.
88
Properties=species:S:1:pos:R:3 method="wB97M-V/def2-TZVPD" smiles="O=C1N[C@@H](N(C(=O)F)C(=O)F)C[C@H]1S(=O)(=O)F.CCN(CC)CC.CCN(CC)CC.CCN(CC)CC" lumo_energy_ev=-0.218 e_homo_ev=-8.0 charge=0 gap_ha=0.2862
O 1.147 -3.641 -3.684
C 0.503 -2.661 -3.862
N -0.728 -2.316 -3.184
C -1.351 -1.421 -4.159
N -2.695 -0.927 -3.847
C -2.704 0.448 -3.437
O -2.929 0.770 -2.318
F -2.480 1.364 -4.364
C -3.607 -1.092 -4.939
O -4.752 -1.328 -4.764
F -3.121 -0.968 -6.162
C -0.229 -0.454 -4.537
C 0.818 -1.544 -4.925
S 2.441 -0.817 -4.914
O 3.169 -1.136 -6.083
O 3.158 -1.094 -3.726
F 2.148 0.714 -4.999
H -0.355 -1.788 -2.391
H -1.448 -2.047 -5.043
H 0.176 0.025 -3.649
H -0.433 0.241 -5.337
H 0.537 -1.927 -5.901
C 0.405 0.752 -0.292
C 1.804 1.316 -0.496
N 1.817 2.620 -1.131
C 3.140 3.031 -1.577
C 4.214 3.252 -0.505
C 1.028 3.650 -0.477
C 1.351 3.983 0.984
H -0.149 0.723 -1.235
H 0.473 -0.268 0.093
H -0.175 1.330 0.428
H 2.343 0.612 -1.137
H 2.330 1.325 0.472
H 3.049 3.939 -2.179
H 3.508 2.270 -2.273
H 4.056 4.179 0.044
H 5.194 3.328 -0.980
H 4.262 2.428 0.209
H -0.025 3.358 -0.533
H 1.085 4.564 -1.072
H 1.494 3.089 1.594
H 0.526 4.546 1.424
H 2.240 4.605 1.071
C 3.393 -1.084 2.844
C 3.979 -0.845 4.228
N 5.194 -0.056 4.213
C 5.905 -0.070 5.480
C 5.218 0.554 6.701
C 5.101 1.237 3.558
C 4.056 2.230 4.081
H 4.131 -1.533 2.178
H 2.546 -1.768 2.918
H 3.027 -0.163 2.386
H 4.215 -1.822 4.658
H 3.202 -0.400 4.870
H 6.880 0.406 5.341
H 6.131 -1.115 5.717
H 5.222 1.642 6.658
H 5.757 0.271 7.608
H 4.189 0.214 6.815
H 4.904 1.066 2.495
H 6.085 1.710 3.577
H 3.088 1.759 4.262
H 3.898 3.020 3.342
H 4.380 2.717 4.999
C -8.001 -2.618 1.568
C -6.535 -2.224 1.470
N -5.853 -2.830 0.343
C -4.409 -2.692 0.399
C -3.821 -1.279 0.314
C -6.455 -2.599 -0.959
C -6.640 -1.148 -1.420
H -8.113 -3.703 1.587
H -8.428 -2.219 2.489
H -8.589 -2.223 0.739
H -6.039 -2.558 2.385
H -6.463 -1.125 1.459
H -3.965 -3.308 -0.389
H -4.070 -3.146 1.336
H -3.871 -0.882 -0.697
H -2.764 -1.304 0.592
H -4.317 -0.579 0.988
H -7.434 -3.086 -0.969
H -5.876 -3.141 -1.711
H -7.045 -0.511 -0.632
H -7.342 -1.117 -2.256
H -5.708 -0.710 -1.774

***

Max |F| across the listed records, respectively: 1.6, 4.2, 5.8, 0.6, 6.0, 3.2 eV Å⁻¹.